Entry 1:
C31H33N5O3SSbTi | ωB97M-V/def2-TZVPD

The geometry in XYZ format:
```
75
Properties=species:S:1:pos:R:3:forces:R:3
Ti 0.7330 -0.8528 0.8005 -0.607 0.172 0.480
O 1.0622 -2.3411 -0.1465 -0.093 -0.684 -0.423
C 0.4745 -3.4152 -0.6914 0.079 0.186 0.058
C 1.1751 -4.1906 -1.6051 0.174 -0.011 -0.086
C 0.5513 -5.2782 -2.1880 -0.048 -0.040 -0.010
C -0.7667 -5.6154 -1.8688 0.044 0.021 -0.001
C -1.4530 -4.8480 -0.9545 -0.066 -0.058 -0.016
C -0.8436 -3.7376 -0.3574 -0.188 0.048 0.149
C -1.5840 -2.9422 0.5920 0.092 -0.092 0.029
N -1.1286 -1.9181 1.2081 -0.210 0.051 -0.006
C -2.0459 -1.1259 2.0277 0.069 -0.053 -0.034
C -1.2922 -0.7011 3.2645 0.093 0.060 0.001
N 0.0722 -0.3295 2.8461 -0.228 -0.177 0.072
C 0.8529 0.1189 3.7634 0.065 0.078 -0.011
C 2.2573 0.3803 3.5880 -0.202 -0.041 0.101
C 2.9686 1.1693 4.5029 -0.043 0.039 0.068
C 4.3267 1.3361 4.3637 0.050 -0.024 -0.055
C 5.0006 0.6681 3.3340 -0.013 0.037 0.056
C 4.3263 -0.1535 2.4528 0.088 -0.010 -0.093
C 2.9472 -0.2783 2.5611 -0.144 -0.085 -0.031
O 2.2597 -1.0679 1.7272 0.875 0.094 0.580
H 2.1961 -3.9210 -1.8506 -0.037 -0.020 -0.019
H 1.0991 -5.8754 -2.9057 -0.004 0.007 0.016
H -1.2404 -6.4706 -2.3302 0.019 0.010 0.002
H -2.4735 -5.0966 -0.6840 0.023 0.005 -0.011
H -2.6170 -3.2438 0.7754 -0.021 -0.048 0.015
H -2.9492 -1.6810 2.2829 -0.029 -0.042 -0.015
H -2.3329 -0.2474 1.4456 0.004 0.026 -0.053
H -1.2337 -1.5297 3.9706 0.030 -0.043 0.029
H -1.7939 0.1332 3.7558 0.021 0.048 0.028
H 0.4358 0.3042 4.7550 0.015 0.027 0.020
H 2.4325 1.6570 5.3098 0.020 -0.021 -0.013
H 4.8747 1.9632 5.0533 -0.008 -0.006 -0.015
H 6.0707 0.7877 3.2243 -0.010 -0.004 0.001
H 4.8465 -0.6892 1.6707 0.016 0.019 0.027
N 1.9197 0.2068 -0.5523 0.326 0.234 -0.356
C 3.0072 -0.0752 -0.8891 0.306 -0.084 -0.138
C 4.2252 -0.4911 -1.3370 0.064 -0.036 -0.016
C 4.2009 -1.5967 -2.2403 -0.027 0.147 0.102
N 4.0746 -2.4937 -2.9534 0.007 0.050 0.044
C 5.4199 0.1007 -0.8341 -0.140 -0.047 -0.085
N 6.3556 0.5986 -0.3833 -0.047 -0.042 -0.011
C 1.6439 3.6539 -0.3260 -0.001 -0.078 0.082
Sb 0.5788 2.5274 1.1479 -0.032 0.357 -0.029
C 0.7114 4.0461 2.6589 0.111 -0.120 0.040
C -1.4110 3.1301 0.5782 0.042 -0.067 -0.007
H 1.2012 4.6466 -0.3930 0.023 0.013 -0.034
H 1.6136 3.1614 -1.2960 -0.019 -0.010 0.004
H 2.6835 3.7417 -0.0107 -0.001 0.009 -0.038
H 0.3617 4.9829 2.2254 0.010 -0.009 0.045
H 1.7455 4.1595 2.9853 -0.045 0.009 -0.007
H 0.0940 3.7941 3.5218 0.009 0.008 -0.035
H -1.9747 3.3304 1.4902 -0.010 -0.003 -0.023
H -1.9394 2.3711 0.0017 0.029 0.035 0.024
H -1.3476 4.0506 -0.0024 -0.032 -0.007 0.011
C -6.0938 1.7340 -3.6447 0.033 -0.017 0.014
C -4.6864 1.4241 -3.2165 -0.026 0.015 -0.011
C -4.3934 0.2302 -2.5503 -0.010 -0.002 -0.001
C -3.1096 -0.0540 -2.1257 -0.080 -0.007 -0.039
C -2.1020 0.8703 -2.3721 -0.023 0.043 0.093
C -2.3637 2.0667 -3.0202 -0.013 0.018 -0.037
C -3.6562 2.3307 -3.4487 -0.014 0.015 -0.015
S -0.4508 0.5836 -1.8280 -0.154 0.042 0.212
C -0.0441 -0.8074 -2.8704 0.038 -0.052 0.015
O -0.6691 -0.0385 -0.4170 -0.202 0.163 -0.663
H -6.6407 0.8252 -3.8930 0.011 0.008 0.000
H -6.1086 2.3950 -4.5099 0.007 -0.008 0.008
H -6.6334 2.2338 -2.8372 0.011 -0.007 -0.006
H -5.1874 -0.4844 -2.3676 0.011 0.019 -0.005
H -2.8932 -0.9786 -1.6031 0.012 0.024 0.001
H -1.5692 2.7851 -3.1889 -0.027 -0.018 0.016
H -3.8677 3.2608 -3.9626 0.002 -0.028 0.011
H -0.7883 -1.5882 -2.7139 0.035 -0.012 -0.027
H 0.9545 -1.1561 -2.6160 -0.005 0.006 -0.002
H -0.0694 -0.4455 -3.8989 -0.006 -0.027 0.020
```
Positions in Å, forces in eV/Å.

Summary:
* total charge: +1
* gap between HOMO and LUMO: 7.249 eV
* 2S+1: 1

Entry 2:
C31H33N7O2SSr | ωB97M-V/def2-TZVPD

The geometry in XYZ format:
```
75
Properties=species:S:1:pos:R:3:forces:R:3
Sr -0.4259 -0.0560 -0.0694 0.541 -0.347 -1.150
O -4.8228 0.7747 0.6076 -0.044 0.012 0.006
C -3.6601 0.5445 0.2539 0.225 0.047 0.119
N -2.5561 0.3257 0.9827 -0.454 0.208 0.338
C -2.5622 0.3088 2.4132 -0.045 -0.086 -0.222
C -3.7250 0.4301 3.1841 0.029 0.077 -0.091
C -3.6843 0.4528 4.5728 0.107 -0.010 -0.008
C -2.4689 0.3588 5.2242 0.001 -0.003 -0.084
C -1.2989 0.2063 4.4889 0.023 -0.072 -0.022
C -1.3096 0.1414 3.0913 0.253 -0.004 -0.143
N -0.1477 -0.1262 2.3043 -0.228 -0.148 0.508
C 1.0532 -0.3812 2.8357 -0.198 0.089 -0.044
O 1.4571 -0.2939 3.9979 0.044 -0.006 0.031
C 2.1111 -0.9154 1.8338 -0.244 -0.142 -0.081
C 3.3812 -1.1972 2.3280 0.104 0.003 0.006
C 4.3204 -1.7807 1.4993 -0.003 0.006 0.040
C 3.9768 -2.0858 0.1863 0.100 -0.013 0.086
C 2.7053 -1.7675 -0.2341 -0.259 0.237 0.223
N 1.7897 -1.1905 0.5597 0.372 -0.115 0.211
C -3.4454 0.5867 -1.2795 0.169 -0.153 0.066
C -4.5361 0.9486 -2.0656 -0.014 -0.002 -0.033
C -4.3923 1.0128 -3.4384 -0.016 0.006 -0.010
C -3.1585 0.7198 -4.0070 -0.111 0.034 -0.028
C -2.1274 0.3687 -3.1627 0.015 -0.075 0.314
N -2.2606 0.2880 -1.8322 -0.361 0.280 -0.141
H -4.6677 0.5249 2.6710 0.028 0.000 0.012
H -4.6070 0.5556 5.1309 0.007 -0.001 -0.002
H -2.4168 0.3940 6.3058 0.006 0.000 -0.013
H -0.3508 0.1118 4.9934 -0.040 0.006 -0.016
H 3.5774 -0.9600 3.3633 0.014 -0.005 -0.005
H 5.3101 -2.0114 1.8734 -0.008 0.006 -0.004
H 4.6749 -2.5606 -0.4903 0.004 0.008 0.022
H 2.3846 -1.9691 -1.2489 -0.047 0.000 -0.104
H -5.4676 1.1610 -1.5621 -0.013 0.007 -0.009
H -5.2314 1.2920 -4.0642 0.008 -0.005 0.010
H -2.9962 0.7663 -5.0754 -0.016 0.003 0.012
H -1.1448 0.1375 -3.5619 0.029 -0.012 0.018
C -3.5096 4.4234 -0.7590 0.068 -0.052 -0.041
C -2.1634 3.8347 -1.0301 -0.170 -0.012 0.120
C -1.2862 3.9687 -2.0845 0.180 -0.049 -0.057
C -0.1901 3.1386 -1.7661 -0.018 0.037 -0.112
N -0.3829 2.5336 -0.6008 -0.132 0.234 -0.007
N -1.5800 2.9902 -0.1647 0.127 -0.039 0.046
C 1.0514 2.8705 -2.5580 -0.098 0.026 -0.010
H -3.9126 4.8637 -1.6685 -0.003 -0.001 -0.002
H -3.4537 5.2022 0.0020 0.021 0.013 0.007
H -4.2042 3.6578 -0.4063 0.026 -0.005 -0.008
H -1.4211 4.5791 -2.9630 0.020 -0.029 0.039
H -1.9870 2.5755 0.6645 -0.013 -0.036 -0.024
H 1.5571 3.7994 -2.8232 -0.007 -0.003 -0.002
H 0.8197 2.3405 -3.4859 0.001 0.019 0.019
H 1.7429 2.2644 -1.9721 -0.007 -0.006 0.018
C 3.3887 -0.0962 -3.6301 0.022 0.024 0.004
S 1.6922 -0.6513 -3.8592 -0.060 0.026 0.091
C 2.0114 -2.3723 -4.2803 -0.035 -0.044 -0.021
H 3.8549 -0.5870 -2.7760 0.000 -0.003 -0.002
H 3.3585 0.9763 -3.4473 0.010 -0.002 0.006
H 3.9722 -0.2829 -4.5309 -0.001 0.009 0.008
H 2.6584 -2.4367 -5.1544 -0.008 0.001 0.001
H 1.0554 -2.8350 -4.5246 0.026 0.001 0.011
H 2.4683 -2.9136 -3.4512 -0.001 0.012 0.003
N -0.7013 -2.6893 -1.2095 -0.116 0.076 0.089
C -2.0513 -2.8312 -0.7582 0.204 -0.010 0.018
C -2.2963 -2.9007 0.6076 -0.068 0.036 0.091
C -3.6018 -2.8972 1.0813 0.019 -0.011 -0.066
C -4.6684 -2.8344 0.1950 0.115 -0.002 -0.035
C -4.4170 -2.7857 -1.1713 0.033 0.007 0.048
C -3.1146 -2.7838 -1.6500 -0.067 -0.022 -0.027
H -0.0596 -3.2574 -0.6702 0.009 -0.008 -0.004
H -0.5899 -2.8983 -2.1918 -0.048 -0.017 -0.015
H -1.4652 -2.9094 1.3080 -0.027 0.005 -0.006
H -3.7787 -2.9106 2.1489 0.007 0.004 -0.010
H -5.6837 -2.8022 0.5652 0.006 0.000 -0.004
H -5.2407 -2.7297 -1.8722 0.013 -0.002 0.008
H -2.9235 -2.7141 -2.7159 -0.010 -0.006 0.013
```
Positions in Å, forces in eV/Å.

Summary:
* total charge: 0
* gap between HOMO and LUMO: 6.559 eV
* 2S+1: 1

Entry 3:
C31H34AsN4O4SV | ωB97M-V/def2-TZVPD

The geometry in XYZ format:
```
76
Properties=species:S:1:pos:R:3:forces:R:3
V -0.3962 -0.7442 -0.0623 -0.230 0.329 0.076
S 0.6138 -2.4060 1.0706 -0.054 0.283 -0.235
C 0.1670 -3.9465 0.2800 0.100 0.002 0.369
C 0.4579 -5.1081 0.9916 -0.050 -0.144 -0.057
C 0.2324 -6.3491 0.4140 0.016 0.051 0.038
C -0.2655 -6.4432 -0.8793 -0.008 0.003 0.011
C -0.5489 -5.2878 -1.5884 -0.049 -0.015 -0.010
C -0.3619 -4.0375 -1.0033 0.034 -0.112 -0.293
As -0.6059 -2.4164 -2.0042 0.023 0.249 0.306
C -2.4245 -2.3754 -2.6536 0.029 -0.111 -0.085
C -2.8427 -1.2128 -3.3044 -0.009 0.008 -0.083
C -4.1409 -1.1076 -3.7828 0.015 -0.016 0.029
C -5.0333 -2.1580 -3.5982 0.014 -0.022 0.013
C -4.6216 -3.3142 -2.9493 -0.029 0.040 -0.024
C -3.3163 -3.4301 -2.4831 -0.053 0.063 0.134
C 0.5278 -2.5994 -3.5376 -0.028 0.058 0.007
C -0.0086 -2.7665 -4.8077 0.006 -0.015 -0.037
C 0.8489 -2.9509 -5.8838 0.024 0.005 -0.007
C 2.2221 -2.9649 -5.6842 -0.011 0.004 -0.001
C 2.7495 -2.7913 -4.4104 -0.004 -0.001 -0.013
C 1.9038 -2.6057 -3.3290 0.032 0.040 0.005
H 0.8814 -5.0424 1.9854 -0.014 0.029 -0.010
H 0.4691 -7.2455 0.9721 -0.010 0.010 -0.016
H -0.4161 -7.4107 -1.3387 0.011 0.010 0.007
H -0.8958 -5.3598 -2.6129 -0.009 0.009 -0.003
H -2.1408 -0.4046 -3.4944 0.020 -0.007 0.017
H -4.4516 -0.2161 -4.3122 -0.002 -0.006 0.006
H -6.0448 -2.0789 -3.9743 0.013 -0.006 0.009
H -5.3122 -4.1369 -2.8167 0.008 0.012 -0.006
H -3.0072 -4.3397 -1.9835 0.012 0.003 -0.013
H -1.0795 -2.7607 -4.9677 -0.004 -0.010 0.008
H 0.4415 -3.0857 -6.8768 0.006 -0.003 0.005
H 2.8871 -3.1102 -6.5253 -0.013 0.003 0.007
H 3.8207 -2.7965 -4.2605 -0.011 -0.004 0.004
H 2.3202 -2.4622 -2.3382 -0.014 0.015 0.011
N -1.1262 1.1719 2.6524 -0.993 -2.176 -0.178
C -2.6451 1.3118 2.6238 0.307 -0.223 -0.218
C -3.3925 -0.0280 2.5343 0.193 0.049 0.002
C -3.5880 -0.6551 1.1447 0.078 0.226 -0.058
N -2.4160 -1.4077 0.5985 0.078 -0.457 -0.038
C -4.0193 0.3885 0.1142 0.086 0.002 -0.025
C -3.0740 1.5899 0.0814 -0.144 -0.206 0.280
N -1.7535 1.1190 -0.4456 -0.347 -0.013 -0.219
C -3.0194 2.2450 1.4748 0.175 -0.004 -0.111
H -0.8100 0.3771 3.2161 -0.159 -0.023 -0.189
H -0.7028 2.0435 3.0247 0.219 0.070 -0.096
H -0.7872 1.0701 1.6951 0.132 -0.176 0.140
H -2.8490 1.7908 3.5796 -0.270 -0.030 -0.017
H -4.4061 0.1874 2.8786 0.002 0.027 0.101
H -2.9934 -0.7499 3.2535 0.038 -0.016 -0.070
H -4.3946 -1.3816 1.2499 -0.048 0.001 0.037
H -2.7816 -1.8583 -0.2455 0.062 -0.036 0.020
H -2.1802 -2.1913 1.2113 -0.135 0.124 0.051
H -5.0337 0.7247 0.3368 0.050 0.042 0.067
H -4.0675 -0.0785 -0.8753 -0.028 0.007 -0.002
H -3.4774 2.3468 -0.5922 0.006 -0.030 -0.096
H -1.1185 1.8957 -0.6237 -0.039 0.011 0.148
H -1.9518 0.7540 -1.3830 -0.039 0.137 0.016
H -4.0312 2.6012 1.6748 -0.008 0.060 0.001
H -2.3815 3.1332 1.4952 -0.031 -0.064 -0.098
O 2.8341 0.4719 -1.0457 0.175 0.143 -0.070
C 2.0482 1.0819 -0.3825 -0.099 -0.393 -0.133
O 0.7705 0.7063 -0.2148 0.056 -0.554 -0.059
C 2.3351 2.3119 0.4048 0.338 0.083 -0.044
C 3.5854 2.9264 0.4218 -0.087 -0.048 0.082
C 3.8057 4.0106 1.2631 -0.141 0.088 0.152
C 2.8023 4.4676 2.1185 0.177 0.056 -0.045
C 1.5778 3.8268 2.0740 -0.044 0.104 0.215
C 1.3320 2.7932 1.2115 -0.305 -0.106 -0.031
N 0.4803 4.1848 2.9791 0.956 0.884 -0.156
O 0.5571 5.1872 3.6228 -0.145 -0.244 -0.001
O -0.4956 3.4197 3.0040 -0.158 1.719 0.545
H 4.3731 2.5376 -0.2099 0.008 0.019 -0.004
H 4.7734 4.4925 1.2791 -0.016 0.005 0.005
H 2.9668 5.2873 2.8035 0.042 0.003 0.006
H 0.3486 2.3616 1.1602 0.297 0.187 -0.079
```
Positions in Å, forces in eV/Å.

Summary:
* total charge: +2
* gap between HOMO and LUMO (spin up / spin down): 7.362 / 7.488 eV
* 2S+1: 3

Computed relative energy (zero: lowest compared OMol25 entry of this formula, charge and spin) (kcal/mol) in order:
10.86, 0.00, 31.85